Entry 1:
ORCA calculation (the ωB97M-V functional and the def2-TZVPD basis) on a molecular structure, C15H34AsN9O3PS4W.

Calculated values
E_tot ... -150928.47002 eV
Energy above the lowest of the compared OMol25 structures with the same formula, charge and spin ... 0.792 eV
HOMO-LUMO gap ... 0.243 Eh
Total charge ... +3
LUMO energy ... -11.6824 eV

CARTESIAN COORDINATES (ANGSTROEM)
W (0.23, -1.19, 0.45)
N (-1.17, 1.94, -0.37)
C (-0.23, 1.43, -1.26)
N (0.20, 2.06, -2.32)
N (1.15, 1.25, -2.85)
N (1.28, 0.19, -2.16)
N (0.42, 0.24, -1.11)
C (-1.64, 1.10, 0.55)
N (-2.04, 1.30, 1.83)
N (-1.98, 0.12, 2.40)
N (-1.68, -0.82, 1.53)
N (-1.52, -0.22, 0.33)
H (-1.35, 2.94, -0.36)
C (-2.26, -0.65, -3.01)
As (-1.38, -2.34, -2.91)
C (0.14, -2.44, -4.06)
C (-2.62, -3.74, -3.30)
S (-0.72, -2.89, -0.85)
H (-2.87, -0.66, -3.92)
H (-1.54, 0.16, -3.09)
H (-2.91, -0.53, -2.14)
H (0.56, -3.44, -3.99)
H (0.87, -1.68, -3.77)
H (-0.21, -2.26, -5.08)
H (-2.96, -3.61, -4.33)
H (-3.47, -3.68, -2.62)
H (-2.12, -4.70, -3.20)
C (4.49, -5.85, 0.15)
C (3.02, -5.95, 0.45)
C (2.65, -6.45, 1.82)
O (2.39, -4.54, 0.25)
P (2.49, -3.24, 1.03)
S (0.70, -2.87, 2.03)
S (2.50, -1.64, -0.25)
O (3.67, -3.28, 2.00)
C (4.05, -2.21, 3.00)
C (4.02, -2.87, 4.35)
C (5.40, -1.68, 2.57)
H (4.89, -6.87, 0.13)
H (5.03, -5.30, 0.93)
H (4.67, -5.41, -0.82)
H (2.49, -6.48, -0.33)
H (3.16, -5.89, 2.60)
H (2.98, -7.49, 1.90)
H (1.58, -6.43, 1.98)
H (3.28, -1.44, 2.91)
H (4.74, -3.68, 4.40)
H (3.03, -3.26, 4.59)
H (4.29, -2.13, 5.11)
H (6.14, -2.48, 2.59)
H (5.72, -0.91, 3.28)
H (5.37, -1.25, 1.57)
C (0.12, 1.06, 4.63)
C (1.39, 1.52, 3.93)
S (1.18, 1.73, 2.15)
O (0.87, 0.26, 1.64)
C (2.88, 2.02, 1.66)
C (3.02, 2.26, 0.16)
H (0.30, 1.10, 5.70)
H (-0.15, 0.04, 4.36)
H (-0.72, 1.72, 4.41)
H (2.23, 0.84, 4.07)
H (1.68, 2.52, 4.24)
H (3.48, 1.19, 2.03)
H (3.14, 2.92, 2.23)
H (2.83, 1.35, -0.41)
H (4.04, 2.56, -0.05)
H (2.36, 3.05, -0.19)

***

Entry 2:
ORCA calculation (the ωB97M-V functional and the def2-TZVPD basis) on a molecular structure, C15H34GaNO4P at a distorted geometry.

Calculated values
E_tot ... -87449.76588 eV
HOMO-LUMO gap ... 0.232 Eh
Total charge ... -1
LUMO energy ... 2.6359 eV

CARTESIAN COORDINATES (ANGSTROEM)
C (4.97, -2.05, 4.02)
C (4.80, -1.10, 2.99)
C (4.18, -1.45, 1.56)
Ga (2.97, 0.19, 1.06)
O (2.22, 0.76, 2.73)
C (1.52, -0.36, -0.30)
C (0.51, -1.46, 0.33)
C (-0.44, -0.68, 1.34)
C (-2.01, -0.83, 0.98)
N (-2.69, 0.31, 1.66)
C (-2.68, 0.19, 3.15)
C (-4.03, 0.59, 1.13)
C (-4.38, 2.15, 0.95)
O (-4.89, -0.23, 0.81)
P (4.44, 1.81, 0.14)
C (4.12, 3.51, 0.91)
O (6.02, 1.37, 0.72)
H (5.81, -1.89, 4.76)
H (4.28, -2.94, 4.03)
H (5.14, -0.03, 3.15)
H (3.58, -2.41, 1.62)
H (4.97, -1.52, 0.75)
H (2.13, -0.08, 3.23)
H (1.97, -0.81, -1.25)
H (0.90, 0.55, -0.58)
H (-0.09, -2.00, -0.46)
H (1.15, -2.19, 0.91)
H (-0.29, -1.00, 2.43)
H (-0.25, 0.44, 1.33)
H (-2.36, -1.86, 1.29)
H (-2.06, -0.77, -0.15)
H (-2.13, -0.73, 3.53)
H (-3.74, 0.23, 3.55)
H (-2.13, 1.11, 3.54)
H (-3.72, 2.69, 1.71)
H (-5.46, 2.34, 1.21)
H (-4.07, 2.50, -0.08)
H (4.39, 3.46, 2.02)
H (3.07, 3.89, 0.72)
H (4.85, 4.25, 0.44)
H (6.16, 1.75, 1.61)
C (-0.91, 0.15, -5.05)
C (-1.30, -1.13, -4.32)
O (-2.02, -0.90, -3.12)
C (-3.25, -0.21, -3.25)
C (-4.26, -0.92, -4.13)
H (-0.32, 0.79, -4.40)
H (-0.32, -0.09, -5.94)
H (-1.79, 0.72, -5.37)
H (-0.39, -1.66, -4.04)
H (-1.86, -1.80, -4.98)
H (-3.08, 0.81, -3.59)
H (-3.67, -0.13, -2.24)
H (-3.90, -1.02, -5.16)
H (-5.20, -0.37, -4.16)
H (-4.45, -1.93, -3.76)